Below is 4 unconnected molecules or ions with the total composition C2H11O3S, with properties calculated with ωB97M-V with the def2-TZVPD basis set.

```
17
C2H11O3S ωB97M-V with the def2-TZVPD basis set
C -0.97923 0.12155 1.71542
C -0.63892 0.71786 0.35007
S 0.61262 -0.26275 -0.54766
H -1.39609 -0.87079 1.54378
H -0.05894 -0.06478 2.27895
H -1.55952 0.81923 2.32812
H -1.55933 0.78927 -0.24652
H -0.32828 1.76454 0.45161
H -1.94484 -1.89069 -2.02428
H -0.72375 -2.34561 -1.27381
O -1.29740 -2.60222 -2.01696
H 0.72284 3.25513 -1.99763
H 0.29045 1.82023 -1.93789
O 0.55634 2.50650 -2.57930
H 3.32462 -1.80014 1.14475
H 2.12516 -0.79678 1.13374
O 2.85427 -1.16055 1.67761
```

Summary:
- HOMO: -0.1268 Eh
- Energy: -19231.868 eV
- HOMO-LUMO gap: 7.232 eV
- Total charge: -1


Below is a molecular structure, C37H31F12N2O4S4V, with properties calculated with ωB97M-V with the def2-TZVPD basis set.

```
91
C37H31F12N2O4S4V ωB97M-V with the def2-TZVPD basis set
V 0.31959 0.14479 0.37948
C -1.35010 6.33068 -2.83377
C -0.73950 5.21729 -2.02947
C 0.46873 5.36028 -1.36166
C 1.01841 4.32081 -0.64563
C 0.42354 3.04003 -0.56370
N 1.03808 2.00677 0.06731
C 2.38315 2.07739 0.44658
C 3.34990 2.57388 -0.43712
C 4.68635 2.62767 -0.10951
C 5.13009 2.17988 1.12903
C 6.58747 2.19507 1.49392
C 4.18498 1.64555 1.98829
C 2.83236 1.55129 1.67419
C 1.89936 0.85435 2.68553
O 0.73028 0.34337 2.20148
C 2.61854 -0.34809 3.39152
F 3.37147 -1.05074 2.55084
F 1.72774 -1.18410 3.93213
F 3.42725 0.04253 4.41829
C 1.48867 1.90118 3.75537
F 0.75045 1.34506 4.73949
F 2.52361 2.52357 4.35757
F 0.73965 2.86031 3.19790
C -0.88838 2.93961 -1.12704
C -1.39553 4.00650 -1.85762
C -1.83005 1.77870 -0.78538
O -1.26028 0.56713 -0.57634
C -2.55986 2.17784 0.54661
F -3.06663 3.42378 0.55046
F -1.70624 2.09776 1.57604
F -3.58721 1.34632 0.83023
C -2.93805 1.53179 -1.86023
F -2.44533 1.55954 -3.10131
F -3.52081 0.33640 -1.69708
F -3.94843 2.44240 -1.81813
H -0.58880 7.04357 -3.15518
H -2.10059 6.88946 -2.26730
H -1.84149 5.94928 -3.73018
H 0.99477 6.31012 -1.39431
H 1.95107 4.48443 -0.12652
H 3.02091 2.89037 -1.41740
H 5.39851 2.99979 -0.83870
H 7.09743 3.05098 1.04782
H 7.09453 1.29267 1.14540
H 6.72283 2.24835 2.57496
H 4.52781 1.26630 2.94215
H -2.37796 3.91161 -2.30048
S 4.06435 -2.81591 -1.56949
C 2.57391 -2.52949 -0.80021
S 2.17441 -0.79881 -0.68921
S 1.57554 -3.75455 -0.19841
C 1.15585 -3.76421 -3.74725
N 0.21319 -2.66851 -3.58588
C -0.98695 -2.95670 -2.83253
C 0.58877 -1.36123 -3.72528
C 1.97991 -1.10912 -4.25743
O -0.16028 -0.44448 -3.42421
H 0.59111 -4.69737 -3.72183
H 1.90712 -3.79559 -2.95399
H 1.65871 -3.70240 -4.71417
H -1.60863 -3.68161 -3.37024
H -1.54242 -2.02870 -2.70587
H -0.71986 -3.36615 -1.85171
H 2.08324 -1.49616 -5.27346
H 2.73081 -1.58066 -3.61825
H 2.13388 -0.03425 -4.25243
O -0.65548 -1.69307 0.87970
S -2.03868 -1.99194 0.36612
C -3.07851 -1.55911 1.77181
C -4.44596 -1.78823 1.73970
C -5.22100 -1.39186 2.81499
C -4.62724 -0.76069 3.90226
C -3.26221 -0.52501 3.91151
C -2.47051 -0.92274 2.84088
C -2.15816 -3.76531 0.48073
C -1.28287 -4.45530 1.30485
C -1.35166 -5.83862 1.32820
C -2.28010 -6.50824 0.54158
C -3.14280 -5.80320 -0.28473
C -3.07205 -4.41770 -0.32838
H -4.90323 -2.26419 0.88160
H -6.28930 -1.56479 2.80177
H -5.23683 -0.44294 4.73879
H -2.79921 -0.01807 4.74731
H -1.40413 -0.73113 2.82555
H -0.53738 -3.90968 1.86473
H -0.65388 -6.39368 1.93928
H -2.31214 -7.59051 0.55357
H -3.84824 -6.32783 -0.91510
H -3.70340 -3.85374 -1.00342
```

Summary:
- HOMO (alpha / beta): -0.0448 / -0.0449 Eh
- Energy: -151687.787 eV
- HOMO-LUMO gap (alpha / beta): 5.161 / 5.163 eV
- Total charge: -2
- 2S+1: 3


Below is 2 unconnected molecules or ions with the total composition C2H3Cl2NOSi in a non-equilibrium geometry, with properties calculated with ωB97M-V with the def2-TZVPD basis set.

```
10
C2H3Cl2NOSi ωB97M-V with the def2-TZVPD basis set
C 3.65201 1.13210 0.39018
C -0.13285 -0.34039 0.10458
N 2.85791 1.94078 0.66861
O 2.36406 -1.11483 -1.64847
Si 1.38022 -1.28223 -0.49835
Cl 1.78424 -2.84517 0.80223
Cl 4.83527 0.11096 -0.04052
H -0.05726 0.51388 -0.55985
H -1.05838 -0.95163 0.08210
H 0.11766 -0.06624 1.09186
```

Summary:
- HOMO: -0.3983 Eh
- Energy: -38583.431 eV
- HOMO-LUMO gap: 10.928 eV
- Total charge: 0
- SMILES string: C[Si](=O)Cl.N#CCl


Below is 3 unconnected molecules or ions with the total composition C5H17NO2 in a non-equilibrium geometry, with properties calculated with ωB97M-V with the def2-TZVPD basis set.

```
25
C5H17NO2 ωB97M-V with the def2-TZVPD basis set
C 0.31719 -0.03447 -1.63727
C -0.07679 -0.74680 -0.32657
C -1.50706 -0.49850 0.09216
C -1.90995 -1.50387 1.20399
C -2.57789 -0.48019 -1.03192
N 0.20000 1.40121 -1.46703
H 1.37864 -0.22734 -1.82841
H -0.25467 -0.46887 -2.46385
H 0.63495 -0.39735 0.43774
H 0.12429 -1.80983 -0.21098
H -1.67804 0.43486 0.63080
H -2.93877 -1.41936 1.55541
H -1.68518 -2.53581 0.95010
H -1.38295 -1.24485 2.13320
H -3.52082 -0.14838 -0.58293
H -2.30223 0.27524 -1.77548
H -2.65159 -1.41792 -1.56856
H -0.61235 1.87294 -1.82045
H 0.44031 1.74560 -0.54770
H 2.37483 0.52282 0.36209
H 3.46209 1.27149 -0.39421
O 3.33379 0.56999 0.27482
H 2.11930 1.44037 2.72730
H 1.29477 0.10935 2.75161
O 1.45183 0.92914 2.22592
```

Summary:
- HOMO (alpha / beta): 0.0329 / -0.2179 Eh
- Energy: -11044.485 eV
- HOMO-LUMO gap (alpha / beta): 2.553 / 9.276 eV
- Total charge: -1
- 2S+1: 2


Below is 2 unconnected molecules or ions with the total composition C2H2ClP in a non-equilibrium geometry, with properties calculated with ωB97M-V with the def2-TZVPD basis set.

```
6
C2H2ClP ωB97M-V with the def2-TZVPD basis set
C 0.68628 -1.56044 0.79627
C 0.07866 -0.45127 0.93170
P -0.69214 2.49576 -1.19123
Cl -1.41890 1.29712 -2.60534
H 1.65192 -1.91563 0.52387
H -0.30583 0.13446 1.54473
```

Summary:
- HOMO (alpha / beta): -0.3059 / -0.3070 Eh
- Energy: -23912.309 eV
- HOMO-LUMO gap (alpha / beta): 6.979 / 7.018 eV
- Total charge: 0


Q: Which of these has the highest energy?
A: C5H17NO2